Record 1
DFT (ωB97M-V/def2-TZVPD) results for C7H7BO3 in the gas phase at a distorted geometry.

The LUMO energy is -0.40 eV. Its largest force on an atom is 0.0422 hartree/bohr. Its gap between HOMO and LUMO is 9.482 eV. As for the spin multiplicity: 1. The SMILES is O=Cc1ccccc1B(O)O. The total energy comes out at -521.6171 Ha.

CARTESIAN COORDINATES (ANGSTROEM)
O (-1.64, 2.40, 0.40)
C (-1.71, 1.53, -0.44)
C (-0.93, 0.26, -0.45)
C (-1.17, -0.68, -1.45)
C (-0.37, -1.78, -1.59)
C (0.73, -1.98, -0.80)
C (0.97, -1.09, 0.21)
C (0.20, 0.05, 0.37)
B (1.01, 0.90, 1.45)
O (0.70, 2.21, 1.75)
O (2.00, 0.29, 2.18)
H (-2.53, 1.63, -1.16)
H (-1.99, -0.54, -2.11)
H (-0.59, -2.48, -2.39)
H (1.31, -2.91, -0.90)
H (1.79, -1.24, 0.90)
H (-0.09, 2.45, 1.22)
H (2.29, 0.98, 2.80)

Record 2
DFT (ωB97M-V/def2-TZVPD) results for 2 unconnected molecules or ions with the total composition C7H7BrIP at a distorted geometry.

The LUMO energy (spin up / spin down) is -1.28 / -3.54 eV. Its largest force on an atom is 0.0823 hartree/bohr. Its gap between HOMO and LUMO (spin up / spin down) is 7.659 / 4.515 eV. As for the spin multiplicity: 1. The total energy comes out at -3483.9052 Ha.

CARTESIAN COORDINATES (ANGSTROEM)
C (-0.18, 0.76, -1.36)
C (0.07, 0.99, 0.04)
C (0.71, 0.07, -2.17)
C (1.21, 0.41, 0.52)
C (1.91, -0.37, -1.68)
C (2.16, -0.24, -0.31)
C (3.49, -0.65, 0.31)
P (3.28, -2.17, 1.32)
Br (2.89, 3.49, 0.22)
I (2.18, -3.51, -0.29)
H (-1.00, 1.38, -1.83)
H (-0.74, 1.26, 0.63)
H (0.48, 0.10, -3.21)
H (1.48, 0.59, 1.52)
H (2.45, -0.97, -2.33)
H (3.80, 0.33, 0.96)
H (4.23, -0.78, -0.60)

Record 3
DFT (ωB97M-V/def2-TZVPD) results for C7H7BrN2 in the gas phase at a distorted geometry.

The LUMO energy is -0.32 eV. Its largest force on an atom is 0.0242 hartree/bohr. Its gap between HOMO and LUMO is 7.243 eV. As for the spin multiplicity: 1. The SMILES is [H]\N=C1/NC=C/C1=C/C=C/Br. The total energy comes out at -2954.4044 Ha.

CARTESIAN COORDINATES (ANGSTROEM)
H (-1.43, 2.41, 1.16)
N (-1.12, 1.45, 1.21)
C (-0.49, 1.06, 0.18)
N (-0.24, 1.86, -0.92)
C (0.38, 1.16, -1.92)
C (0.59, -0.10, -1.51)
C (0.10, -0.26, -0.15)
C (0.35, -1.44, 0.49)
C (0.20, -2.01, 1.80)
C (-0.67, -1.72, 2.77)
Br (-0.65, -2.64, 4.41)
H (-0.54, 2.82, -0.98)
H (0.63, 1.64, -2.85)
H (1.07, -0.88, -2.07)
H (0.88, -2.14, -0.16)
H (0.88, -2.84, 1.98)
H (-1.41, -0.94, 2.71)

Record 4
DFT (ωB97M-V/def2-TZVPD) results for a gas-phase ion, C7H7BrN3OS (charge +1) at a distorted geometry.

The LUMO energy is -4.53 eV. Its largest force on an atom is 0.0744 hartree/bohr. Its gap between HOMO and LUMO is 8.596 eV. As for the spin multiplicity: 1. As for the charge: +1. The total energy comes out at -3482.3225 Ha.

CARTESIAN COORDINATES (ANGSTROEM)
C (2.80, -0.22, -1.51)
C (-0.22, -1.41, -2.76)
C (0.50, -1.00, -1.58)
C (-2.24, -0.85, -1.57)
C (-1.61, -1.35, -2.75)
C (-0.25, -0.43, -0.56)
C (-1.05, 0.45, 1.97)
N (1.87, -1.01, -1.62)
N (-1.61, -0.45, -0.52)
N (3.80, 0.45, -1.39)
O (0.77, 1.80, 0.54)
S (0.52, 0.25, 0.94)
Br (-2.65, -2.12, -4.10)
H (0.43, -1.91, -3.58)
H (1.67, 2.25, 0.55)
H (-3.33, -0.93, -1.43)
H (-1.64, 1.21, 1.42)
H (-0.87, 0.85, 2.95)
H (-1.61, -0.49, 1.91)
H (4.21, 0.93, -2.10)

Record 5
DFT (ωB97M-V/def2-TZVPD) results for a molecular structure, C7H7BrOS at a distorted geometry.

The LUMO energy is 0.62 eV. Its largest force on an atom is 0.0760 hartree/bohr. Its gap between HOMO and LUMO is 9.102 eV. As for the spin multiplicity: 1. The total energy comes out at -3318.2932 Ha.

CARTESIAN COORDINATES (ANGSTROEM)
C (-1.94, -1.62, 0.62)
C (-0.50, -1.63, 0.35)
C (-2.53, -0.41, 0.52)
C (-0.10, -0.36, 0.01)
C (1.29, 1.52, 1.21)
C (1.20, 0.92, -1.67)
C (1.19, 0.25, -0.31)
O (1.40, 2.66, 0.98)
S (-1.42, 0.79, 0.01)
Br (2.72, -0.89, 0.07)
H (-2.40, -2.62, 0.77)
H (0.06, -2.49, 0.53)
H (-3.57, -0.26, 0.67)
H (1.00, 1.01, 2.15)
H (2.01, 0.71, -2.25)
H (1.18, 1.95, -1.41)
H (0.44, 0.47, -2.26)

Record 6
DFT (ωB97M-V/def2-TZVPD) results for C7H7Cl2NO2 in the gas phase at a distorted geometry.

The LUMO energy (spin up / spin down) is 0.18 / 0.18 eV. Its largest force on an atom is 0.0940 hartree/bohr. Its gap between HOMO and LUMO (spin up / spin down) is 8.936 / 8.937 eV. As for the spin multiplicity: 1. The SMILES is Cc1cc(Cl)c(CO)c(Cl)[n+]1[O-]. The total energy comes out at -1396.4452 Ha.

CARTESIAN COORDINATES (ANGSTROEM)
C (1.83, 2.18, 1.17)
C (0.85, 1.28, 0.52)
C (-0.01, 1.57, -0.46)
C (-0.80, 0.60, -1.00)
Cl (-1.84, 1.08, -2.37)
C (-0.83, -0.66, -0.51)
C (-1.82, -1.80, -0.80)
O (-1.47, -2.89, -1.65)
C (0.24, -1.01, 0.49)
Cl (0.33, -2.57, 1.19)
N (1.10, -0.07, 0.86)
O (2.20, -0.31, 1.47)
H (2.12, 3.04, 0.76)
H (1.32, 2.48, 2.13)
H (2.73, 1.59, 1.43)
H (-0.21, 2.57, -0.62)
H (-2.27, -2.06, 0.16)
H (-2.69, -1.45, -1.39)
H (-0.77, -3.56, -1.37)

Record 7
DFT (ωB97M-V/def2-TZVPD) results for 2 unconnected molecules or ions with the total composition C7H7Cl3NP at a distorted geometry.

The LUMO energy (spin up / spin down) is -1.83 / -0.84 eV. Its largest force on an atom is 0.0221 hartree/bohr. Its gap between HOMO and LUMO (spin up / spin down) is 7.029 / 7.258 eV. As for the spin multiplicity: 1. The total energy comes out at -2047.5755 Ha.

CARTESIAN COORDINATES (ANGSTROEM)
C (-0.59, 1.64, -1.55)
C (-0.36, -0.74, -1.03)
C (-1.20, 1.32, -2.72)
C (-0.99, -1.04, -2.20)
C (-0.13, 0.63, -0.62)
C (-1.42, -0.02, -3.06)
C (1.65, 0.21, 3.51)
N (0.40, 0.96, 0.48)
P (1.27, -1.03, 2.21)
Cl (-2.23, -0.42, -4.52)
Cl (2.15, -2.65, 3.07)
Cl (-0.66, -1.39, 2.68)
H (-0.42, 2.67, -1.27)
H (0.00, -1.51, -0.36)
H (-1.52, 2.10, -3.40)
H (-1.16, -2.07, -2.47)
H (1.20, 1.15, 3.21)
H (1.26, -0.12, 4.48)
H (2.73, 0.33, 3.58)

Record 8
DFT (ωB97M-V/def2-TZVPD) results for a molecular structure, C7H7ClF2O at a distorted geometry.

The LUMO energy is 0.68 eV. Its largest force on an atom is 0.0915 hartree/bohr. Its gap between HOMO and LUMO is 8.951 eV. As for the spin multiplicity: 1. The total energy comes out at -1005.9813 Ha.

CARTESIAN COORDINATES (ANGSTROEM)
C (1.54, -0.60, 0.12)
C (1.22, 0.71, 0.01)
C (0.17, -1.04, 0.12)
C (-0.57, -2.14, -0.02)
C (-0.27, 0.41, 0.01)
C (-2.03, -2.22, -0.03)
C (1.22, 3.01, -0.06)
O (1.89, 1.84, 0.02)
F (-0.98, 0.82, 1.08)
F (-0.93, 0.86, -1.12)
Cl (3.03, -1.44, -0.01)
H (-0.08, -3.20, 0.04)
H (-2.16, -3.11, 0.53)
H (-2.37, -2.38, -0.96)
H (-2.68, -1.42, 0.46)
H (1.94, 3.78, 0.07)
H (0.29, 2.98, 0.82)
H (0.78, 3.15, -1.07)

Record 9
DFT (ωB97M-V/def2-TZVPD) results for 2 unconnected molecules or ions with the total composition C7H7ClFN at a distorted geometry.

The LUMO energy (spin up / spin down) is -0.79 / -0.66 eV. Its largest force on an atom is 0.0659 hartree/bohr. Its gap between HOMO and LUMO (spin up / spin down) is 6.683 / 8.821 eV. As for the spin multiplicity: 1. The total energy comes out at -885.5332 Ha.

CARTESIAN COORDINATES (ANGSTROEM)
C (-1.90, 0.69, 1.20)
C (-1.43, -0.62, 1.27)
C (-1.28, 1.60, 0.27)
C (-0.58, -1.09, 0.24)
C (-0.36, 1.20, -0.70)
C (-0.04, -0.20, -0.75)
C (0.83, -0.72, -1.67)
N (2.92, -0.23, -0.26)
F (3.37, -1.43, 0.15)
Cl (2.19, 0.52, 1.11)
H (-2.73, 0.78, 1.91)
H (-1.89, -1.19, 2.04)
H (-1.32, 2.69, 0.36)
H (-0.29, -2.16, 0.25)
H (0.20, 1.98, -1.16)
H (0.84, -1.76, -1.87)
H (1.46, -0.05, -2.37)

Record 10
DFT (ωB97M-V/def2-TZVPD) results for C7H7ClN2 in the gas phase at a distorted geometry.

The LUMO energy is 0.45 eV. Its largest force on an atom is 0.1344 hartree/bohr. Its gap between HOMO and LUMO is 9.284 eV. As for the spin multiplicity: 1. The SMILES is [H]/N=C\Nc1cccc(Cl)c1. The total energy comes out at -840.5823 Ha.

CARTESIAN COORDINATES (ANGSTROEM)
H (0.15, -1.86, 1.93)
N (1.09, -2.25, 2.26)
C (1.94, -2.11, 1.36)
N (1.98, -1.23, 0.24)
C (0.90, -0.51, -0.32)
C (0.76, -0.71, -1.70)
C (-0.30, -0.01, -2.33)
C (-1.20, 0.74, -1.54)
C (-1.01, 1.00, -0.12)
Cl (-1.96, 2.26, 0.64)
C (0.14, 0.29, 0.43)
H (2.90, -2.62, 1.59)
H (2.51, -1.88, -0.52)
H (1.31, -1.46, -2.15)
H (-0.42, 0.04, -3.40)
H (-2.01, 1.26, -2.14)
H (0.06, 0.32, 1.58)